# 1
Below is a cluster of 7 separate species, C10H32ClO15 in total at a distorted geometry, with properties calculated with ωB97M-V/def2-TZVPD.

Calculated values
total charge	-1
gap between HOMO and LUMO	0.3516	hartree
relative energy (zero: lowest compared OMol25 entry of this formula, charge and spin)	0.0	kcal per mole
largest force on an atom	2.00	eV Å⁻¹
E	-54116.56941	eV
M	427.8	g/mol

The geometry in XYZ format:
```
58
C10H32ClO15 ωB97M-V/def2-TZVPD
Cl -15.1965 18.0818 14.5967
O -16.2124 17.7192 13.6317
O -15.5580 17.4587 15.8733
O -13.8766 17.5891 14.2546
O -15.1336 19.5113 14.6325
O -16.1297 14.5449 17.3986
H -16.2897 15.4712 17.6055
H -15.3164 14.5616 16.8411
C -10.7231 16.9986 12.1296
C -12.0028 16.2693 11.8505
O -12.1341 15.8868 10.4936
O -10.7399 18.2681 11.4814
H -9.9198 16.4225 11.6497
H -10.5808 17.0255 13.2135
H -12.8329 16.9341 12.1204
H -12.0385 15.3703 12.4633
H -12.0369 16.6439 9.9107
H -10.0461 18.8296 11.8362
C -14.4438 20.5007 9.3858
C -14.5765 19.6553 10.6637
O -15.6172 20.1184 11.5023
O -15.6035 20.4836 8.5627
H -13.6613 20.0071 8.7956
H -14.1414 21.4948 9.7092
H -13.6116 19.7006 11.1792
H -14.8454 18.6416 10.3284
H -15.5738 19.5584 12.2908
H -15.8606 19.5573 8.5008
C -14.2570 21.5911 17.2311
C -15.0344 20.3727 17.7023
O -15.1360 20.3778 19.1206
O -12.8651 21.4332 17.5928
H -14.6523 22.4545 17.7738
H -14.3262 21.7940 16.1655
H -14.5535 19.4402 17.3966
H -16.0212 20.3314 17.2436
H -14.2812 20.2108 19.5212
H -12.7933 21.7608 18.4922
C -13.2990 13.9664 15.0110
C -14.0018 12.5916 15.1182
O -14.4440 12.0992 13.8572
O -13.8105 14.9122 15.9299
H -13.3786 14.3226 13.9769
H -12.2070 13.8500 15.0807
H -14.8017 12.6681 15.8569
H -13.2878 11.8821 15.5549
H -13.7660 11.4773 13.5871
H -13.9598 15.7291 15.4296
C -12.4411 20.7926 13.6450
C -11.6400 19.7985 14.4449
O -11.1226 20.3592 15.6448
O -11.6573 21.8632 13.1238
H -13.2736 21.1884 14.2383
H -12.9038 20.3134 12.7776
H -10.8153 19.4158 13.8384
H -12.2193 18.9291 14.7877
H -11.8663 20.6062 16.2180
H -11.5830 22.5403 13.8008
```

These are the natural (NBO) partial charges, in e, on atoms 1 to 2: Cl 2.532; O -0.852

# 2
Below is a cluster of 7 separate species, C10H32IO10 in total at a distorted geometry, with properties calculated with ωB97M-V/def2-TZVPD.

Calculated values
total charge	-1
gap between HOMO and LUMO	0.3253	hartree
relative energy (zero: lowest compared OMol25 entry of this formula, charge and spin)	26.6	kcal per mole
largest force on an atom	2.50	eV Å⁻¹
E	-39464.21792	eV
M	439.3	g/mol

The geometry in XYZ format:
```
53
C10H32IO10 ωB97M-V/def2-TZVPD
I 0.2332 -16.6985 6.9109
C 3.0471 -19.7664 6.3470
O 3.5286 -18.5910 6.9569
H 3.7384 -20.6043 6.2565
H 2.2688 -20.1723 6.9934
H 2.5972 -19.5161 5.3863
H 2.7595 -18.0468 7.1415
C -3.0490 -14.0870 4.9900
O -1.8418 -13.8653 5.6305
H -3.5997 -13.1541 5.1101
H -2.8412 -14.2232 3.9287
H -3.6456 -14.9362 5.3232
H -1.4968 -14.7221 5.8921
C -0.1891 -14.0673 10.4077
C -0.8906 -13.5089 9.1502
O -1.9083 -14.3344 8.6544
O 1.0367 -13.4135 10.7053
H 0.1066 -15.1125 10.3163
H -0.9176 -13.9087 11.2028
H -0.1376 -13.3976 8.3700
H -1.2830 -12.5180 9.3787
H -1.4189 -15.0042 8.1713
H 1.4982 -13.6637 11.5091
C 0.5856 -17.3035 1.4565
C 0.7123 -16.7589 2.8757
O 0.2570 -17.7969 3.6944
O 1.5459 -18.3124 1.1168
H 0.7088 -16.4571 0.7807
H -0.4182 -17.6682 1.2385
H 0.1869 -15.8235 3.0682
H 1.7727 -16.6401 3.0981
H 0.3349 -17.5509 4.6191
H 1.4187 -18.5552 0.1968
C -1.0651 -19.1611 9.9608
C -0.6382 -20.4714 9.1959
O -0.3753 -20.3509 7.8597
O -0.0745 -18.1462 10.1526
H -1.4804 -19.3257 10.9551
H -1.8990 -18.6881 9.4423
H -1.2956 -21.3408 9.1891
H 0.2569 -20.8016 9.7231
H -0.1314 -19.4442 7.6596
H 0.0808 -17.6189 9.3655
C 3.6593 -14.5441 5.6924
C 2.8847 -13.2465 6.1663
O 1.4479 -13.2630 5.9618
O 3.8512 -14.5774 4.2844
H 3.1735 -15.5059 5.8565
H 4.5730 -14.6642 6.2744
H 3.2925 -12.3154 5.7727
H 2.9847 -13.2866 7.2510
H 1.0918 -13.9686 6.5068
H 4.5563 -15.2010 4.0958
```

These are the natural (NBO) partial charges, in e, on atoms 1 to 2: I -0.883; C -0.257

# 3
Below is a cluster of 5 separate species, C10H32N2O5 in total at a distorted geometry, with properties calculated with ωB97M-V/def2-TZVPD.

Calculated values
gap between HOMO and LUMO	0.3515	hartree
relative energy (zero: lowest compared OMol25 entry of this formula, charge and spin)	5.9	kcal per mole
largest force on an atom	1.05	eV Å⁻¹
E	-24104.97813	eV
M	260.4	g/mol

The geometry in XYZ format:
```
49
C10H32N2O5 ωB97M-V/def2-TZVPD
C 5.0954 2.3200 -4.2432
O 3.8264 2.2637 -3.6313
C 3.3631 0.9449 -3.4684
C 2.2841 0.9242 -2.4191
C 1.7044 -0.4622 -2.1932
N 1.1943 1.8842 -2.6115
H 5.8747 1.9616 -3.5624
H 5.2939 3.3629 -4.4858
H 5.1333 1.7431 -5.1738
H 2.9651 0.5823 -4.4357
H 4.1560 0.2358 -3.1948
H 2.7819 1.2011 -1.4769
H 1.3028 -0.8708 -3.1281
H 0.9576 -0.3989 -1.4081
H 2.4649 -1.1999 -1.9260
H 1.5951 2.7874 -2.8590
H 0.6837 1.6270 -3.4566
C -3.3126 -0.1579 0.6091
O -3.5080 -0.8214 1.8384
C -2.7147 -1.9849 1.9465
C -2.8263 -2.5117 3.3729
C -4.2441 -3.0183 3.6744
N -2.4919 -1.4888 4.3858
H -3.2662 -0.8544 -0.2341
H -2.4133 0.4638 0.6273
H -4.1790 0.4856 0.4533
H -3.0591 -2.7451 1.2325
H -1.6630 -1.7459 1.7241
H -2.1450 -3.3450 3.5538
H -4.9531 -2.1887 3.6914
H -4.2460 -3.4397 4.6801
H -4.5907 -3.7642 2.9592
H -2.9189 -0.6099 4.1010
H -1.4953 -1.2877 4.3317
C 0.0462 1.6944 1.2187
O -0.3125 2.2756 -0.0357
H -0.8108 1.7626 1.8827
H 0.2900 0.6278 1.1269
H 0.9275 2.1874 1.6351
H 0.3694 2.0316 -0.6765
C 1.0223 -2.4252 0.7926
O 1.1939 -2.3083 2.1930
H 1.9069 -2.0932 0.2507
H 0.8457 -3.4733 0.5324
H 0.1435 -1.8690 0.4569
H 2.0478 -1.9165 2.3814
O -1.7596 4.7016 -0.1777
H -1.0761 5.1394 -0.6907
H -1.4839 3.7728 -0.1634
```

These are the natural (NBO) partial charges, in e, on atoms 1 to 2: C -0.246; O -0.548

# 4
Below is a cluster of 5 separate species, C10H33N6O5 in total at a distorted geometry, with properties calculated with ωB97M-V/def2-TZVPD.

Calculated values
total charge	+1
gap between HOMO and LUMO	0.3737	hartree
relative energy (zero: lowest compared OMol25 entry of this formula, charge and spin)	54.9	kcal per mole
largest force on an atom	3.40	eV Å⁻¹
E	-30077.55796	eV
M	317.4	g/mol

The geometry in XYZ format:
```
54
C10H33N6O5 ωB97M-V/def2-TZVPD
O -0.9183 -0.3585 -0.0855
H -0.1951 -0.9355 0.1708
H -0.7874 0.5370 0.2345
H -0.9387 -0.2247 -1.0360
C 2.0333 -2.3956 1.8332
O 1.4403 -1.5202 1.2211
N 3.2370 -2.2504 2.3300
N 1.4270 -3.4719 2.2058
H 3.5661 -3.0139 2.9034
H 3.7512 -1.4057 2.1248
H 2.0532 -4.0175 2.7804
H 0.5109 -3.6751 1.8321
C 2.7194 1.5574 -0.5314
O 2.0556 1.2569 -1.4865
N 2.7657 0.7195 0.5286
N 3.5550 2.5639 -0.3820
H 3.4445 0.9937 1.2243
H 2.2666 -0.1576 0.5697
H 4.0580 2.6113 0.4925
H 3.7218 3.1868 -1.1593
C -2.2020 0.1587 -4.6942
C -1.8247 -0.5048 -3.3798
C -0.3999 -1.1700 -3.4241
O -0.3413 -2.0526 -2.3929
C 0.9598 -2.5067 -2.0516
N -1.8365 0.5235 -2.3278
H -1.9378 -0.5421 -5.4861
H -1.5515 0.9894 -4.9680
H -3.2367 0.4923 -4.7731
H -2.6670 -1.1421 -3.1104
H 0.4381 -0.4781 -3.3390
H -0.2161 -1.8394 -4.2644
H 0.8564 -3.2014 -1.2180
H 1.5054 -1.6729 -1.6098
H 1.5060 -3.0101 -2.8494
H -1.2538 1.2756 -2.6667
H -2.7861 0.8629 -2.3846
C -3.0538 2.2040 0.7246
C -1.8475 2.1108 1.6943
C -1.7173 0.9636 2.7244
O -0.3740 0.9780 3.2638
C -0.1923 0.0606 4.3544
N -0.5880 2.1040 0.9224
H -3.2102 1.2902 0.1513
H -2.8700 2.9430 -0.0552
H -3.9795 2.4614 1.2393
H -1.9797 3.0809 2.1734
H -1.9747 0.0176 2.2482
H -2.4765 1.0338 3.5034
H 0.8691 0.1004 4.5995
H -0.3321 -1.0028 4.1603
H -0.7333 0.3108 5.2670
H 0.1331 2.1212 1.6294
H -0.4516 3.0403 0.5692
```

These are the natural (NBO) partial charges, in e, on atoms 1 to 2: O -0.821; H 0.554

Q: Look up the relative energy (zero: lowest compared OMol25 entry of this formula, charge and spin) of the third one.
A: 5.9 kcal per mole

Q: Which of these has the lowest E?
A: C10H32ClO15

Repeat the second record exactly.
Below is a cluster of 7 separate species, C10H32IO10 in total at a distorted geometry, with properties calculated with ωB97M-V/def2-TZVPD.

Calculated values
total charge	-1
gap between HOMO and LUMO	0.3253	hartree
relative energy (zero: lowest compared OMol25 entry of this formula, charge and spin)	26.6	kcal per mole
largest force on an atom	2.50	eV Å⁻¹
E	-39464.21792	eV
M	439.3	g/mol

The geometry in XYZ format:
```
53
C10H32IO10 ωB97M-V/def2-TZVPD
I 0.2332 -16.6985 6.9109
C 3.0471 -19.7664 6.3470
O 3.5286 -18.5910 6.9569
H 3.7384 -20.6043 6.2565
H 2.2688 -20.1723 6.9934
H 2.5972 -19.5161 5.3863
H 2.7595 -18.0468 7.1415
C -3.0490 -14.0870 4.9900
O -1.8418 -13.8653 5.6305
H -3.5997 -13.1541 5.1101
H -2.8412 -14.2232 3.9287
H -3.6456 -14.9362 5.3232
H -1.4968 -14.7221 5.8921
C -0.1891 -14.0673 10.4077
C -0.8906 -13.5089 9.1502
O -1.9083 -14.3344 8.6544
O 1.0367 -13.4135 10.7053
H 0.1066 -15.1125 10.3163
H -0.9176 -13.9087 11.2028
H -0.1376 -13.3976 8.3700
H -1.2830 -12.5180 9.3787
H -1.4189 -15.0042 8.1713
H 1.4982 -13.6637 11.5091
C 0.5856 -17.3035 1.4565
C 0.7123 -16.7589 2.8757
O 0.2570 -17.7969 3.6944
O 1.5459 -18.3124 1.1168
H 0.7088 -16.4571 0.7807
H -0.4182 -17.6682 1.2385
H 0.1869 -15.8235 3.0682
H 1.7727 -16.6401 3.0981
H 0.3349 -17.5509 4.6191
H 1.4187 -18.5552 0.1968
C -1.0651 -19.1611 9.9608
C -0.6382 -20.4714 9.1959
O -0.3753 -20.3509 7.8597
O -0.0745 -18.1462 10.1526
H -1.4804 -19.3257 10.9551
H -1.8990 -18.6881 9.4423
H -1.2956 -21.3408 9.1891
H 0.2569 -20.8016 9.7231
H -0.1314 -19.4442 7.6596
H 0.0808 -17.6189 9.3655
C 3.6593 -14.5441 5.6924
C 2.8847 -13.2465 6.1663
O 1.4479 -13.2630 5.9618
O 3.8512 -14.5774 4.2844
H 3.1735 -15.5059 5.8565
H 4.5730 -14.6642 6.2744
H 3.2925 -12.3154 5.7727
H 2.9847 -13.2866 7.2510
H 1.0918 -13.9686 6.5068
H 4.5563 -15.2010 4.0958
```

These are the natural (NBO) partial charges, in e, on atoms 1 to 2: I -0.883; C -0.257